1.
Entry from the OMol25 dataset: a cluster of 2 separate species, C11H12NO2 in total (ωB97M-V/def2-TZVPD).

```
! wB97M-V def2-TZVPD RIJCOSX def2/J DEFGRID3
* xyz -1 1
C 0.310 2.981 -2.011
C 1.054 1.184 -0.238
C -0.922 0.165 0.083
C 0.098 1.834 -0.999
C -1.178 1.181 -0.878
C -1.910 -0.664 0.530
C -3.182 -0.403 0.032
C -2.438 1.397 -1.426
C -3.434 0.626 -0.819
N 0.437 0.220 0.522
H 0.900 -0.643 0.916
H 2.044 1.390 -0.141
H -1.700 -1.550 1.205
H -0.529 2.969 -2.657
H 1.124 2.994 -2.570
H -3.990 -1.003 0.220
H -2.563 2.244 -2.125
H -4.500 0.883 -1.079
H 0.181 3.903 -1.591
C 3.299 -2.550 2.298
C 2.321 -3.235 1.286
O 1.222 -2.564 1.168
O 2.708 -4.298 0.689
H 4.224 -3.231 2.424
H 2.796 -2.107 3.249
H 3.630 -1.724 1.913
*
```

* gap between HOMO and LUMO: 7.8778 eV
* highest occupied orbital energy: -4.71 eV
* DFT total energy: -631.6250 Eh
* LUMO level: 3.2 eV

Atom charges from the natural (NBO) analysis, given in e for atoms 1 to 8:
1 C -0.612
2 C -0.005
3 C 0.131
4 C -0.103
5 C -0.088
6 C -0.191
7 C -0.262
8 C -0.237


2.
Entry from the OMol25 dataset: a structure of composition C29H32N2O8TeV (ωB97M-V/def2-TZVPD).

```
! wB97M-V def2-TZVPD RIJCOSX def2/J DEFGRID3
* xyz 2 2
V 2.475 -0.969 -0.769
O 1.573 -4.827 -0.734
C 2.255 -3.726 -1.074
O 1.653 -2.518 -0.575
C 3.669 -3.745 -0.529
O 4.110 -2.381 -0.622
C 5.208 -2.057 -1.495
C 4.835 -0.743 -2.156
O 5.254 -0.353 -3.196
O 3.895 -0.080 -1.430
H 0.739 -4.861 -1.231
H 3.656 -4.041 0.518
H 4.304 -4.411 -1.107
H 6.120 -1.942 -0.909
H 5.345 -2.824 -2.255
N 1.893 -0.790 -3.048
C 1.543 -1.907 -3.977
C 1.236 -3.092 -3.094
O 0.157 -3.541 -2.844
O 2.381 -3.503 -2.469
H 1.110 -0.143 -2.991
H 2.659 -0.246 -3.436
H 2.396 -2.133 -4.613
H 0.683 -1.664 -4.594
C -4.627 4.753 -0.337
C -3.698 3.577 -0.319
C -3.261 3.025 0.879
C -2.420 1.921 0.934
C -1.957 1.455 2.288
C -2.034 1.352 -0.289
Te -0.906 -0.392 -0.498
N 0.989 0.286 -0.422
C 1.665 0.723 0.683
O 2.682 -0.018 0.932
C 1.359 1.905 1.444
C 1.908 2.045 2.727
C 1.603 3.164 3.474
C 0.774 4.147 2.940
C 0.248 4.023 1.659
C 0.533 2.899 0.907
C -1.130 -1.435 1.306
C -0.110 -1.542 2.238
C -0.319 -2.311 3.371
C -1.529 -2.967 3.544
C -2.526 -2.869 2.585
C -2.352 -2.103 1.436
C -3.443 -2.015 0.401
C -2.423 1.903 -1.527
C -1.957 1.363 -2.859
C -3.250 3.012 -1.512
H -4.641 5.268 0.622
H -5.644 4.420 -0.552
H -4.347 5.464 -1.114
H -3.571 3.481 1.812
H -2.522 0.588 2.633
H -2.106 2.251 3.016
H -0.900 1.194 2.297
H 2.554 1.272 3.122
H 2.011 3.280 4.468
H 0.546 5.027 3.527
H -0.374 4.806 1.248
H 0.153 2.803 -0.100
H 0.844 -1.045 2.104
H 0.464 -2.400 4.112
H -1.695 -3.569 4.428
H -3.462 -3.396 2.725
H -4.315 -2.587 0.710
H -3.123 -2.430 -0.561
H -3.780 -0.986 0.245
H -0.864 1.336 -2.922
H -2.300 2.007 -3.665
H -2.346 0.362 -3.060
H -3.555 3.452 -2.454
*
```

* gap between HOMO and LUMO (alpha / beta): 7.3482 / 7.8089 eV
* highest occupied orbital energy (alpha / beta): -14.55 / -14.55 eV
* DFT total energy: -3047.2797 Eh
* LUMO level (alpha / beta): -7.2 / -6.7 eV

Atom charges from the Mulliken analysis, given in e for atoms 1 to 8:
1 V 0.593
2 O -0.571
3 C 0.591
4 O -0.010
5 C -0.968
6 O -0.553
7 C -0.259
8 C 0.280


3.
Entry from the OMol25 dataset: a cluster of 2 separate species, C2H8N2O in total (ωB97M-V/def2-TZVPD).

```
! wB97M-V def2-TZVPD RIJCOSX def2/J DEFGRID3
* xyz 0 1
N 2.827 0.699 -0.737
C 1.685 0.681 -1.599
C 0.461 0.319 -1.291
N -0.547 0.164 -2.316
H 3.247 -0.228 -0.823
H 3.481 1.334 -1.127
H 1.905 1.026 -2.604
H 0.130 -0.199 -0.392
H -0.162 0.545 -3.183
H -1.312 0.794 -2.120
O -4.163 -1.398 5.345
H -3.460 -1.511 5.994
H -4.091 -2.225 4.852
*
```

* gap between HOMO and LUMO: 9.4634 eV
* SMILES string: N/C=C/N.O
* highest occupied orbital energy: -8.37 eV
* DFT total energy: -265.7101 Eh
* LUMO level: 1.1 eV

Atom charges from the natural (NBO) analysis, given in e for atoms 1 to 8:
1 N -0.822
2 C -0.090
3 C -0.050
4 N -0.809
5 H 0.360
6 H 0.356
7 H 0.155
8 H 0.197


4.
Entry from the OMol25 dataset: a structure of composition C43H45BrN7O6RuS2 (ωB97M-V/def2-TZVPD).

```
! wB97M-V def2-TZVPD RIJCOSX def2/J DEFGRID3
* xyz 0 2
Ru 0.023 0.263 0.306
C -5.689 -4.065 -0.427
C -6.171 -2.859 0.331
C -7.477 -2.778 0.791
C -7.934 -1.667 1.484
C -7.064 -0.622 1.742
C -5.749 -0.683 1.309
C -5.302 -1.790 0.592
N -3.969 -1.924 0.147
C -3.013 -0.952 0.041
N -3.445 0.282 -0.293
C -2.883 1.454 0.227
C -1.705 1.411 0.965
C -1.313 2.553 1.650
C -2.042 3.728 1.552
C -3.159 3.773 0.732
C -3.603 2.644 0.063
C -4.812 2.690 -0.835
N -1.757 -1.196 0.214
C -1.317 -2.454 0.665
C -0.668 -2.490 1.904
C -0.281 -3.693 2.456
C -0.537 -4.873 1.770
C -1.118 -4.829 0.515
C -1.500 -3.628 -0.077
C -1.991 -3.613 -1.503
H -6.510 -4.761 -0.588
H -4.909 -4.597 0.129
H -5.275 -3.775 -1.394
H -8.148 -3.605 0.591
H -8.960 -1.629 1.826
H -7.401 0.239 2.304
H -5.070 0.119 1.568
H -3.593 -2.860 0.187
H -4.402 0.345 -0.598
H -0.422 2.531 2.267
H -1.724 4.614 2.087
H -3.704 4.702 0.617
H -5.132 3.721 -0.973
H -5.656 2.131 -0.419
H -4.573 2.278 -1.819
H -0.491 -1.549 2.417
H 0.220 -3.717 3.415
H -0.251 -5.823 2.195
H -1.272 -5.751 -0.030
H -1.179 -3.943 -2.153
H -2.264 -2.610 -1.824
H -2.834 -4.289 -1.657
C 1.337 5.900 -0.100
C 2.199 4.646 -0.267
C 1.492 3.548 -0.988
N 0.498 2.886 -0.535
N 0.071 1.875 -1.340
C 0.800 1.740 -2.429
N 0.583 0.785 -3.348
S 2.024 2.967 -2.560
H 1.878 6.644 0.485
H 0.407 5.661 0.413
H 1.094 6.336 -1.069
H 2.479 4.266 0.718
H 3.114 4.889 -0.808
H 0.236 -0.092 -2.940
H 1.287 0.666 -4.056
Br 7.450 -0.333 -1.191
C 6.269 -0.385 0.293
C 6.737 -0.817 1.523
C 5.869 -0.845 2.605
C 4.544 -0.472 2.454
C 4.087 -0.051 1.211
C 4.955 0.006 0.125
C 2.648 0.279 0.977
O 2.308 0.788 -0.123
O 1.789 -0.016 1.853
H 7.763 -1.140 1.631
H 6.234 -1.173 3.569
H 3.848 -0.504 3.281
H 4.583 0.353 -0.828
C 1.266 -9.897 1.066
C 1.988 -8.806 0.324
C 3.082 -8.164 0.899
C 3.719 -7.123 0.241
C 3.261 -6.713 -1.000
C 2.189 -7.354 -1.599
C 1.557 -8.394 -0.936
S 4.220 -5.520 -1.923
O 5.331 -5.159 -1.089
O 4.442 -6.143 -3.195
N 3.389 -4.154 -2.218
C 3.378 -3.000 -1.329
C 2.027 -2.689 -0.674
C 1.038 -2.199 -1.750
O 1.000 -2.822 -2.816
O 0.368 -1.117 -1.545
H 1.940 -10.423 1.741
H 0.822 -10.614 0.377
H 0.460 -9.471 1.669
H 3.440 -8.489 1.869
H 4.587 -6.638 0.667
H 1.868 -7.052 -2.588
H 0.726 -8.906 -1.408
H 2.623 -4.176 -2.885
H 3.668 -2.126 -1.918
H 4.150 -3.169 -0.579
H 2.152 -1.912 0.076
H 1.615 -3.574 -0.187
*
```

* gap between HOMO and LUMO (alpha / beta): 7.2511 / 7.5635 eV
* highest occupied orbital energy (alpha / beta): -8.28 / -8.22 eV
* DFT total energy: -5965.5953 Eh
* LUMO level (alpha / beta): -1.0 / -0.7 eV

Atom charges from the Mulliken analysis, given in e for atoms 1 to 8:
1 Ru 1.026
2 C -1.278
3 C 0.756
4 C -0.725
5 C -0.718
6 C -0.987
7 C -0.290
8 C 0.134


5.
Entry from the OMol25 dataset: a cluster of 2 separate species, C4H13N in total (ωB97M-V/def2-TZVPD).

```
! wB97M-V def2-TZVPD RIJCOSX def2/J DEFGRID3
* xyz 1 2
C -0.190 4.980 2.229
C 0.412 6.361 2.340
H 0.236 4.401 3.052
H -1.252 4.982 2.479
H 0.033 4.475 1.303
H 0.139 6.834 3.291
H -0.148 7.083 1.719
H 1.489 6.458 2.239
C 0.902 -4.665 -1.346
C -0.524 -4.926 -1.747
N -0.902 -3.708 -2.587
H 1.603 -4.705 -2.184
H 1.411 -5.343 -0.640
H 1.027 -3.795 -0.690
H -1.208 -4.982 -0.902
H -0.674 -5.838 -2.345
H -1.920 -3.820 -2.711
H -0.434 -3.793 -3.501
*
```

* gap between HOMO and LUMO (alpha / beta): 8.8301 / 2.9755 eV
* highest occupied orbital energy (alpha / beta): -12.72 / -12.72 eV
* DFT total energy: -214.5608 Eh
* LUMO level (alpha / beta): -3.9 / -9.7 eV

Atom charges from the natural (NBO) analysis, given in e for atoms 1 to 8:
1 C -0.609
2 C -0.615
3 H 0.198
4 H 0.207
5 H 0.199
6 H 0.206
7 H 0.203
8 H 0.210


6.
Entry from the OMol25 dataset: a structure of composition C27H92NO28 (ωB97M-V/def2-TZVPD).

```
! wB97M-V def2-TZVPD RIJCOSX def2/J DEFGRID3
* xyz 0 2
C -1.347 -3.471 1.350
C -0.136 -2.784 1.909
O -0.178 -1.709 2.448
O 1.014 -3.512 1.818
C 1.931 -3.105 0.752
C 1.492 -3.728 -0.563
C 0.664 -2.831 -1.497
C 1.247 -1.414 -1.714
C 0.681 -0.213 -0.917
C 0.714 1.078 -1.776
C -0.356 0.942 -2.858
O -1.673 1.278 -2.402
C -2.522 0.309 -1.934
C -2.656 -0.953 -2.502
C -3.532 -1.911 -1.999
C -3.625 -3.246 -2.688
C -4.300 -1.574 -0.887
C -4.179 -0.304 -0.333
C -3.310 0.660 -0.835
C -3.258 2.039 -0.193
C -2.157 2.140 0.869
C -3.217 3.192 -1.218
C 0.483 2.308 -0.870
C 1.183 3.598 -1.291
C 0.903 4.650 -0.206
C 0.600 4.162 -2.595
N 2.668 3.409 -1.383
O 3.219 4.315 -2.102
C 3.134 2.004 -1.646
C 4.408 2.057 -2.494
C 3.503 1.264 -0.351
C 2.075 1.248 -2.473
H -1.879 -2.744 0.739
H -1.098 -4.331 0.738
H -2.019 -3.733 2.168
H 2.042 -2.022 0.733
H 2.897 -3.504 1.059
H 2.361 -4.146 -1.072
H 0.884 -4.588 -0.278
H 0.662 -3.311 -2.479
H -0.387 -2.790 -1.196
H 1.219 -1.197 -2.780
H 2.308 -1.482 -1.448
H 1.227 -0.093 0.016
H -0.367 -0.411 -0.658
H -0.124 1.629 -3.666
H -0.264 -0.056 -3.271
H -2.040 -1.211 -3.357
H -4.290 -3.924 -2.154
H -4.057 -3.096 -3.678
H -2.651 -3.701 -2.849
H -5.000 -2.295 -0.482
H -4.803 -0.041 0.514
H -4.195 2.163 0.354
H -2.256 3.099 1.377
H -1.159 2.070 0.440
H -2.335 1.379 1.624
H -3.937 3.963 -0.936
H -3.532 2.817 -2.191
H -2.222 3.620 -1.327
H -0.574 2.546 -0.765
H 0.854 2.047 0.125
H 1.024 4.208 0.787
H 1.542 5.521 -0.333
H -0.137 4.962 -0.300
H 0.939 3.631 -3.483
H 0.845 5.216 -2.698
H -0.488 4.086 -2.530
H 4.810 1.043 -2.535
H 5.170 2.690 -2.045
H 4.199 2.348 -3.519
H 3.684 0.219 -0.615
H 2.745 1.333 0.426
H 4.450 1.639 0.033
H 2.515 0.286 -2.731
H 1.976 1.785 -3.419
O -0.645 6.808 1.661
H -1.309 7.341 2.111
H -0.026 6.570 2.364
O -1.759 5.427 1.249
H -1.019 5.096 0.726
H -2.254 5.982 0.637
O 0.773 -6.831 -1.411
H -0.050 -7.127 -1.814
H 0.804 -7.275 -0.555
O 0.409 -1.174 -5.167
H 1.227 -1.323 -5.654
H -0.109 -0.605 -5.749
O -0.881 -0.924 5.221
H -1.520 -0.208 5.115
H -0.520 -1.067 4.333
O -1.320 2.324 -5.502
H -2.069 2.266 -4.897
H -1.304 3.241 -5.795
O 3.538 -0.086 -5.020
H 4.280 -0.400 -5.545
H 3.113 0.595 -5.564
O 3.114 -6.688 -3.255
H 2.350 -6.990 -2.742
H 2.991 -5.737 -3.321
O -2.416 5.984 -0.727
H -1.953 6.346 0.042
H -3.128 5.440 -0.375
O -2.432 -1.969 7.808
H -1.877 -1.748 7.052
H -2.573 -2.916 7.722
O -3.688 0.576 9.461
H -3.415 -0.180 8.928
H -4.080 1.184 8.828
O -3.772 -1.003 -5.519
H -4.660 -1.220 -5.821
H -3.818 -1.063 -4.555
O 0.644 -2.704 7.625
H 0.867 -3.465 7.072
H 0.266 -2.068 7.007
O 5.874 1.258 2.087
H 6.433 0.494 2.258
H 5.615 1.568 2.962
O 3.187 -2.752 9.542
H 3.969 -3.152 9.151
H 2.526 -2.750 8.840
O -1.690 4.372 3.958
H -1.855 3.437 3.793
H -1.846 4.804 3.106
O 1.397 1.473 -6.529
H 0.633 1.631 -5.953
H 1.656 2.353 -6.823
O 0.348 -3.915 5.015
H -0.302 -3.207 4.918
H 0.678 -4.067 4.121
O 2.443 -6.128 2.385
H 1.695 -6.519 2.847
H 2.240 -5.186 2.344
O 1.572 7.588 3.605
H 1.271 8.412 4.002
H 1.797 7.028 4.357
O 2.581 -1.000 5.736
H 1.813 -1.427 5.344
H 2.692 -1.454 6.579
O -4.578 4.016 2.796
H -3.868 4.215 3.418
H -5.387 4.230 3.271
O -2.911 -4.684 -5.300
H -3.222 -3.919 -5.798
H -2.672 -5.330 -5.971
O 4.775 -9.285 -2.252
H 4.267 -8.482 -2.420
H 5.079 -9.556 -3.122
*
```

* gap between HOMO and LUMO: 7.7266 eV
* highest occupied orbital energy: -7.96 eV
* DFT total energy: -3245.1184 Eh
* LUMO level: -0.2 eV

Atom charges from the Mulliken analysis, given in e for atoms 1 to 8:
1 C -0.768
2 C 0.441
3 O -0.401
4 O -0.247
5 C -0.291
6 C -0.933
7 C -0.524
8 C -0.724


7.
Entry from the OMol25 dataset: a cluster of 2 separate species, C6H8NO4 in total (ωB97M-V/def2-TZVPD).

```
! wB97M-V def2-TZVPD RIJCOSX def2/J DEFGRID3
* xyz -1 1
C -4.459 0.586 -0.068
C -0.836 -2.267 0.067
C -0.883 -0.920 -0.535
C 0.251 0.021 -0.396
C 1.497 -0.412 0.352
C -0.071 1.497 -0.343
N -3.313 0.589 -0.312
O -1.661 -2.339 1.131
O -5.637 0.610 0.176
O -0.190 -3.229 -0.291
O -0.005 -0.637 -1.604
H 1.716 -1.455 0.133
H 1.339 -0.297 1.424
H 2.349 0.198 0.052
H 0.463 2.027 -1.130
H 0.221 1.904 0.623
H -1.143 1.633 -0.478
H -1.669 -3.242 1.485
H -1.904 -0.452 -0.547
*
```

* gap between HOMO and LUMO: 7.5798 eV
* highest occupied orbital energy: -4.30 eV
* DFT total energy: -589.2000 Eh
* LUMO level: 3.3 eV

Atom charges from the natural (NBO) analysis, given in e for atoms 1 to 8:
1 C 0.664
2 C 0.767
3 C -0.144
4 C 0.253
5 C -0.640
6 C -0.648
7 N -0.852
8 O -0.676


8.
Entry from the OMol25 dataset: the ion C3H7NO2S with charge +1 (ωB97M-V/def2-TZVPD).

```
! wB97M-V def2-TZVPD RIJCOSX def2/J DEFGRID3
* xyz 1 2
C -0.494 0.444 0.101
C -1.094 -0.489 1.136
S -2.253 0.391 2.305
N 0.524 -0.332 -0.645
C 1.643 0.256 -1.052
O 2.277 -0.543 -1.944
O 2.107 1.188 -0.481
H -1.220 0.828 -0.737
H 0.037 1.218 0.681
H -0.370 -1.173 1.530
H -1.867 -1.112 0.515
H -3.050 0.893 1.369
H 0.593 -1.324 -1.049
H 3.166 -0.246 -1.728
*
```

* gap between HOMO and LUMO (alpha / beta): 9.6369 / 4.2838 eV
* highest occupied orbital energy (alpha / beta): -13.97 / -13.82 eV
* DFT total energy: -721.5681 Eh
* LUMO level (alpha / beta): -4.3 / -9.5 eV

Atom charges from the natural (NBO) analysis, given in e for atoms 1 to 8:
1 C -0.249
2 C -0.549
3 S 0.691
4 N -0.660
5 C 0.862
6 O -0.673
7 O -0.610
8 H 0.240